Record 1
Density functional theory data (ωB97M-V/def2-TZVPD) for C49H71KN2O8 as an isolated structure at a distorted geometry.

Properties
- spin multiplicity = 1
- gap between HOMO and LUMO (spin up / spin down) (eV) = 2.21 / 2.12
- E (a.u.) = -3220.7353
- lowest unoccupied orbital energy (spin up / spin down) (eV) = 3.126 / 3.159
- charge = -2

Positions of all 131 atoms, in Å:
K  -2.51  2.69  2.32
C  -5.10  3.02  -1.03
O  -3.91  2.65  -0.62
C  -3.08  1.72  -1.27
C  -3.36  0.35  -1.15
C  -3.89  -0.28  0.12
C  -2.91  -1.45  0.37
C  -3.37  -2.76  0.21
C  -2.91  -3.87  0.94
C  -1.83  -3.63  1.79
C  -1.26  -2.40  1.93
C  -0.06  -2.24  2.85
C  1.19  -1.76  2.11
C  1.50  -2.37  0.90
C  2.61  -1.82  0.22
C  2.81  -0.45  0.36
C  2.42  0.29  1.55
C  2.51  1.81  1.52
C  1.94  2.45  0.24
C  2.90  2.80  -0.66
C  2.61  3.38  -1.92
C  1.19  3.64  -2.20
C  0.18  3.12  -1.42
C  -1.20  3.38  -1.83
C  -2.03  2.17  -2.05
C  -1.83  1.39  -3.20
C  -2.43  0.17  -3.40
C  -3.00  -0.34  -2.24
C  -1.83  -0.76  -4.44
C  -2.90  -1.79  -4.89
C  -0.65  -1.58  -3.92
C  -1.35  0.04  -5.69
C  0.53  2.61  -0.14
O  -0.39  2.45  0.69
C  3.69  3.88  -2.77
C  4.41  5.08  -2.00
C  4.73  2.72  -2.84
C  3.27  4.37  -4.15
C  1.88  -0.60  2.48
O  1.91  -0.26  3.82
C  3.19  0.49  4.25
C  3.53  -2.84  -0.49
C  2.77  -3.62  -1.62
C  3.81  -3.85  0.64
C  4.95  -2.35  -1.04
C  -1.76  -1.28  1.22
O  -1.21  -0.16  1.46
C  -3.34  -5.23  0.50
C  -4.79  -5.21  0.02
C  -3.28  -6.12  1.74
C  -2.45  -5.64  -0.67
H  -5.25  3.94  -1.63
H  -5.95  2.35  -0.86
H  -3.33  6.60  -1.34
H  -4.07  0.51  0.84
H  -4.88  -0.59  -0.19
H  -4.17  -2.95  -0.51
H  -1.42  -4.47  2.43
H  -0.18  -1.67  3.80
H  0.11  -3.25  3.18
H  1.01  -3.31  0.45
H  3.29  -0.04  -0.49
H  2.09  2.22  2.43
H  3.56  2.07  1.62
H  3.98  2.60  -0.49
H  0.91  4.29  -3.00
H  -1.74  4.00  -1.08
H  -1.19  3.85  -2.79
H  -1.17  1.75  -3.99
H  -3.09  -1.41  -2.08
H  -3.09  -2.47  -4.01
H  -3.83  -1.22  -4.99
H  -2.61  -2.42  -5.73
H  -0.22  -1.10  -3.01
H  -0.96  -2.62  -3.61
H  0.16  -1.80  -4.64
H  -2.23  0.58  -6.04
H  -0.62  0.86  -5.40
H  -0.88  -0.57  -6.53
H  4.77  4.91  -0.98
H  5.30  5.32  -2.59
H  3.77  5.95  -2.15
H  5.16  2.59  -1.84
H  4.32  1.87  -3.36
H  5.47  3.08  -3.53
H  2.44  5.11  -4.12
H  4.16  4.85  -4.59
H  2.98  3.58  -4.86
H  3.98  0.52  3.43
H  2.89  1.54  4.35
H  3.46  -0.22  5.25
H  1.91  -4.18  -1.24
H  2.36  -2.91  -2.42
H  3.51  -4.31  -1.98
H  2.87  -4.29  0.89
H  4.43  -4.70  0.33
H  4.23  -3.36  1.53
H  4.90  -1.85  -2.02
H  5.50  -1.70  -0.36
H  5.52  -3.28  -1.23
H  -5.45  -5.15  0.88
H  -5.09  -4.43  -0.69
H  -4.88  -6.17  -0.55
H  -3.93  -5.78  2.52
H  -3.64  -7.14  1.48
H  -2.33  -6.09  2.32
H  -2.19  -4.83  -1.40
H  -1.53  -6.08  -0.30
H  -2.95  -6.42  -1.31
O  7.49  3.70  0.90
H  7.26  2.75  1.28
H  8.24  3.53  0.40
O  4.76  -8.64  8.44
H  5.24  -8.77  7.64
H  3.93  -9.08  8.25
O  4.31  6.74  1.76
H  3.54  6.80  1.15
H  5.09  7.25  1.44
O  -6.53  -4.94  4.11
H  -6.85  -4.12  4.51
H  -7.15  -5.57  4.44
H  -3.27  5.84  -1.70
N  -4.37  6.38  5.42
C  -3.29  5.79  6.04
C  -2.91  4.71  5.28
N  -3.79  4.60  4.21
C  -4.57  5.67  4.27
H  -4.82  7.24  5.72
H  -2.87  6.04  7.02
H  -2.12  3.96  5.36
H  -5.40  5.89  3.66

Atomic partial charges in e from the Mulliken method, atoms 1 to 5: number 1, K, carries 0.90; number 2, C, carries -0.55; number 3, O, carries -1.09; number 4, C, carries 1.74; number 5, C, carries 0.15

Record 2
Density functional theory data (ωB97M-V/def2-TZVPD) for a 6-piece molecular cluster, C17H26BrClN6O overall at a distorted geometry.

Properties
- spin multiplicity = 1
- gap between HOMO and LUMO (eV) = 10.18
- E (a.u.) = -4101.3094
- lowest unoccupied orbital energy (eV) = 0.377

Positions of all 52 atoms, in Å:
C  -1.14  0.30  1.46
C  -0.84  -0.17  0.03
Br  -2.00  0.88  -1.20
C  0.61  0.07  -0.39
C  1.12  -0.87  -1.46
C  0.21  -1.33  -2.60
N  -0.53  -2.52  -2.15
C  0.26  -3.10  -1.17
O  0.02  -4.06  -0.53
C  1.57  -2.28  -1.01
Cl  2.37  -2.40  0.54
H  -0.45  1.04  1.83
H  -1.19  -0.55  2.12
H  -2.13  0.73  1.47
H  -1.11  -1.21  -0.04
H  1.22  0.03  0.51
H  0.70  1.07  -0.77
H  1.95  -0.40  -1.97
H  0.93  -1.75  -3.31
H  -0.34  -0.61  -3.17
H  -1.43  -2.31  -1.75
H  2.20  -2.61  -1.83
C  3.04  3.79  -0.11
C  3.26  2.41  -0.55
N  3.43  1.34  -0.89
H  1.98  4.03  -0.17
H  3.37  3.91  0.92
H  3.60  4.47  -0.74
C  -6.10  0.70  -1.17
C  -5.46  1.43  -2.26
N  -4.95  2.00  -3.10
H  -5.47  0.74  -0.28
H  -7.07  1.15  -0.95
H  -6.24  -0.34  -1.46
C  -0.62  -7.00  0.89
C  -1.37  -7.50  2.04
N  -1.94  -7.90  2.94
H  -1.26  -7.01  0.01
H  -0.29  -5.98  1.07
H  0.25  -7.63  0.70
C  3.32  7.28  -2.87
C  3.09  7.05  -1.44
N  2.92  6.87  -0.33
H  2.71  8.12  -3.20
H  4.37  7.52  -3.04
H  3.05  6.39  -3.43
C  -0.10  -0.97  5.84
C  0.51  -0.23  4.73
N  0.98  0.35  3.87
H  0.57  -0.96  6.70
H  -1.04  -0.51  6.11
H  -0.28  -2.00  5.53

Atomic partial charges in e from the Mulliken method, atoms 1 to 5: number 1, C, carries -1.34; number 2, C, carries 0.22; number 3, Br, carries -0.20; number 4, C, carries -1.50; number 5, C, carries 0.62

Record 3
Density functional theory data (ωB97M-V/def2-TZVPD) for a 6-piece molecular cluster, C10H30IO9 overall at a distorted geometry.

Properties
- spin multiplicity = 1
- energy above the lowest of the compared OMol25 structures with the same formula, charge and spin (kJ/mol) = 202.2
- gap between HOMO and LUMO (eV) = 6.45
- E (a.u.) = -1373.7871
- lowest unoccupied orbital energy (eV) = 2.441
- charge = -1

Positions of all 50 atoms, in Å:
I  0.06  0.29  -0.04
C  6.75  1.61  -2.69
C  5.47  0.96  -2.37
O  4.56  1.92  -2.79
H  7.53  0.86  -2.53
H  6.96  2.52  -2.14
H  7.00  1.81  -3.73
H  5.29  0.72  -1.32
H  5.28  0.03  -2.91
H  3.71  1.48  -2.67
C  2.28  -6.80  -3.27
C  2.96  -5.47  -2.90
O  2.21  -4.34  -3.30
O  2.25  -6.75  -4.73
H  1.30  -6.96  -2.83
H  2.85  -7.67  -2.97
H  3.96  -5.35  -3.34
H  3.19  -5.50  -1.84
H  2.17  -3.65  -2.63
H  2.01  -5.86  -5.00
C  -3.27  6.23  -0.78
C  -2.93  5.94  0.65
O  -1.56  5.50  0.71
O  -2.47  7.23  -1.26
H  -4.27  6.50  -1.11
H  -3.02  5.37  -1.40
H  -3.52  5.24  1.24
H  -3.17  6.87  1.17
H  -1.57  4.54  0.73
H  -2.97  7.53  -2.03
C  2.00  -2.33  5.58
C  3.10  -1.31  5.86
O  2.78  -0.25  4.97
O  2.13  -2.86  4.33
H  0.96  -2.07  5.74
H  2.07  -3.20  6.24
H  4.10  -1.72  5.87
H  2.99  -0.93  6.88
H  2.93  -0.45  4.05
H  1.54  -2.39  3.74
C  -8.15  -0.29  0.56
C  -6.92  0.42  0.02
O  -6.05  1.17  0.84
O  -9.02  0.46  1.37
H  -7.80  -1.06  1.25
H  -8.64  -0.76  -0.30
H  -7.19  1.12  -0.77
H  -6.26  -0.19  -0.59
H  -5.18  0.80  0.66
H  -8.39  1.04  1.82

Atomic partial charges in e from the Mulliken method, atoms 1 to 5: number 1, I, carries -0.98; number 2, C, carries -1.14; number 3, C, carries -0.10; number 4, O, carries -0.52; number 5, H, carries 0.36

Record 4
Density functional theory data (ωB97M-V/def2-TZVPD) for C2H2FO2Yb as an isolated structure at a distorted geometry.

Properties
- spin multiplicity = 2
- energy above the lowest of the compared OMol25 structures with the same formula, charge and spin (kJ/mol) = 328.6
- ⟨S²⟩ = 0.751
- gap between HOMO and LUMO (spin up / spin down) (eV) = 6.94 / 4.82
- E (a.u.) = -1486.3202
- lowest unoccupied orbital energy (spin up / spin down) (eV) = -0.268 / -2.358

Positions of all 8 atoms, in Å:
H  0.76  1.61  1.38
O  0.04  -1.43  1.66
C  0.52  -0.34  1.60
C  -0.16  0.95  1.21
O  -0.76  0.91  0.00
F  1.88  -0.23  1.70
H  -0.81  1.24  2.06
Yb  -1.38  -0.63  -1.60

Atomic partial charges in e from the Mulliken method, atoms 1 to 5: number 1, H, carries 0.26; number 2, O, carries -0.42; number 3, C, carries 0.21; number 4, C, carries 0.14; number 5, O, carries -0.09

Record 5
Density functional theory data (ωB97M-V/def2-TZVPD) for a 3-piece molecular cluster, C13H18I2N3O8P overall at a distorted geometry.

Properties
- spin multiplicity = 1
- gap between HOMO and LUMO (eV) = 8.08
- E (a.u.) = -2208.8636
- lowest unoccupied orbital energy (eV) = -1.204

Positions of all 45 atoms, in Å:
N  3.43  -3.90  -0.88
C  3.76  -2.78  -0.27
C  4.63  -1.63  0.58
I  3.49  0.26  0.30
C  6.11  -1.34  -0.04
C  6.76  -0.03  0.71
N  7.08  1.11  1.23
N  7.07  -2.51  -0.01
C  6.84  -3.34  1.06
O  6.46  -4.33  1.91
P  5.89  -0.92  -1.93
O  7.30  -0.07  -2.50
I  5.94  -3.07  -3.22
H  4.61  -1.82  1.74
H  7.30  -0.21  -3.51
C  -0.88  -3.50  -1.62
C  0.05  -3.03  -0.51
O  -0.42  -1.80  0.06
C  -1.43  -1.92  0.95
O  -1.96  -2.96  1.31
O  -1.78  -0.68  1.36
C  -2.90  -0.65  2.24
H  -1.04  -2.71  -2.36
H  -0.47  -4.38  -2.12
H  -1.87  -3.76  -1.22
H  1.04  -2.82  -0.94
H  0.18  -3.79  0.26
H  -2.76  -1.33  3.09
H  -3.81  -0.91  1.69
H  -3.01  0.37  2.63
C  -5.74  5.74  -0.55
C  -6.13  4.44  0.12
O  -5.30  3.36  -0.33
C  -4.07  3.30  0.24
O  -3.63  4.06  1.10
O  -3.40  2.26  -0.31
C  -2.05  2.14  0.14
H  -5.73  5.63  -1.64
H  -6.44  6.54  -0.29
H  -4.74  6.05  -0.25
H  -7.16  4.18  -0.17
H  -6.12  4.52  1.21
H  -2.00  2.11  1.23
H  -1.45  2.96  -0.25
H  -1.65  1.20  -0.25

Atomic partial charges in e from the Mulliken method, atoms 1 to 5: number 1, N, carries -0.43; number 2, C, carries 0.32; number 3, C, carries -0.82; number 4, I, carries 0.23; number 5, C, carries 0.68

Record 6
Density functional theory data (ωB97M-V/def2-TZVPD) for a 3-piece molecular cluster, C16H25ClF2O12 overall.

Properties
- spin multiplicity = 1
- energy above the lowest of the compared OMol25 structures with the same formula, charge and spin (kJ/mol) = 0.0
- gap between HOMO and LUMO (eV) = 10.00
- E (a.u.) = -2187.4344
- lowest unoccupied orbital energy (eV) = 0.306

Positions of all 56 atoms, in Å:
C  0.81  -0.82  2.48
O  -0.01  -1.39  1.48
C  0.65  -2.04  0.40
C  0.95  -1.10  -0.76
C  -0.25  -0.22  -1.09
O  -1.36  -1.06  -1.37
C  -2.56  -0.70  -0.75
O  -2.87  0.65  -0.95
C  -2.99  1.45  0.22
C  -3.02  2.92  -0.18
O  -4.32  3.51  -0.20
O  2.01  -0.17  -0.53
C  3.26  -0.74  -0.26
C  4.41  0.14  -0.76
C  4.34  1.59  -0.37
O  3.40  2.29  -0.16
Cl  5.99  2.32  -0.30
H  0.80  0.27  2.41
H  1.84  -1.18  2.40
H  0.42  -1.12  3.46
H  -0.03  -2.81  0.03
H  1.56  -2.54  0.76
H  1.20  -1.73  -1.64
H  -0.44  0.42  -0.21
H  -0.02  0.44  -1.94
H  -2.52  -0.94  0.33
H  -3.33  -1.31  -1.23
H  -3.92  1.19  0.75
H  -2.15  1.24  0.90
H  -2.64  3.00  -1.20
H  -2.35  3.50  0.48
H  -4.81  3.20  0.58
H  3.40  -0.93  0.81
H  3.36  -1.71  -0.78
H  4.48  0.12  -1.85
H  5.35  -0.26  -0.38
O  -2.46  -5.61  -1.06
C  -2.83  -5.02  -2.02
O  -3.66  -3.95  -2.01
C  -3.71  -3.40  -3.33
C  -3.31  -4.58  -4.18
F  -2.59  -4.22  -5.27
O  -2.49  -5.32  -3.30
H  -2.98  -2.59  -3.42
H  -4.71  -3.02  -3.53
H  -4.14  -5.21  -4.51
O  -0.03  2.94  3.97
C  1.05  3.31  3.64
O  1.30  4.44  2.94
C  2.71  4.64  2.88
C  3.24  3.23  3.11
F  4.39  3.22  3.82
O  2.21  2.65  3.89
H  3.03  5.30  3.69
H  2.99  5.05  1.91
H  3.37  2.65  2.20

Atomic partial charges in e from the Mulliken method, atoms 1 to 5: number 1, C, carries -0.69; number 2, O, carries -0.38; number 3, C, carries -0.87; number 4, C, carries 0.06; number 5, C, carries -0.24

Record 7
Density functional theory data (ωB97M-V/def2-TZVPD) for a 2-piece molecular cluster, C3H7NO4 overall at a distorted geometry.

Properties
- spin multiplicity = 1
- energy above the lowest of the compared OMol25 structures with the same formula, charge and spin (kJ/mol) = 150.1
- gap between HOMO and LUMO (eV) = 10.29
- E (a.u.) = -474.2291
- lowest unoccupied orbital energy (eV) = 0.122

Positions of all 15 atoms, in Å:
O  0.00  0.00  0.00
C  1.08  0.49  -0.34
N  2.17  0.59  0.41
C  2.31  -0.06  1.67
C  3.47  -1.03  1.53
O  3.32  -2.27  1.34
O  4.64  -0.40  1.40
H  1.36  0.93  -1.33
H  2.97  0.63  -0.22
H  2.53  0.72  2.42
H  1.44  -0.64  2.03
H  5.33  -1.10  1.26
O  7.01  1.49  -1.58
H  6.28  1.01  -2.04
H  7.37  2.10  -2.26

Atomic partial charges in e from the Mulliken method, atoms 1 to 5: number 1, O, carries -0.57; number 2, C, carries 0.18; number 3, N, carries -0.20; number 4, C, carries -0.40; number 5, C, carries 0.52

Record 8
Density functional theory data (ωB97M-V/def2-TZVPD) for C33H46OP2RuSi as an isolated structure at a distorted geometry.

Properties
- spin multiplicity = 5
- energy above the lowest of the compared OMol25 structures with the same formula, charge and spin (kJ/mol) = 0.0
- ⟨S²⟩ = 6.126
- gap between HOMO and LUMO (spin up / spin down) (eV) = 5.13 / 5.27
- E (a.u.) = -2426.6501
- lowest unoccupied orbital energy (spin up / spin down) (eV) = -7.051 / -6.915
- charge = +2

Positions of all 84 atoms, in Å:
P  -0.14  -2.29  -3.80
P  0.30  1.47  -4.26
C  -0.46  -1.17  -5.23
C  0.47  0.03  -5.44
H  -1.52  -0.89  -5.23
H  -0.31  -1.83  -6.10
H  1.53  -0.26  -5.50
H  0.21  0.49  -6.41
C  -1.20  2.20  -5.01
H  -1.68  2.93  -4.35
H  -1.93  1.42  -5.27
H  -0.89  2.69  -5.94
C  1.68  2.47  -4.94
H  1.41  2.76  -5.97
H  2.59  1.87  -4.96
H  1.83  3.37  -4.34
C  -1.24  -3.66  -4.20
H  -1.21  -4.42  -3.40
H  -0.88  -4.12  -5.14
H  -2.27  -3.30  -4.35
C  1.53  -2.87  -4.16
H  2.24  -2.05  -4.32
H  1.46  -3.46  -5.09
H  1.88  -3.53  -3.36
Ru  0.64  -1.91  0.54
C  0.35  2.12  -2.44
C  -1.06  2.00  -2.07
C  -1.81  0.76  -2.28
C  -1.47  -0.60  -1.60
C  -0.44  -1.62  -2.16
C  0.98  -1.33  -1.55
C  1.62  -0.12  -2.17
C  1.38  1.29  -1.58
C  0.26  -3.75  1.32
H  0.72  3.17  -2.49
H  -1.53  2.82  -1.53
H  -1.98  0.57  -3.35
H  -2.81  1.00  -1.87
H  -1.23  -0.45  -0.52
H  -2.44  -1.17  -1.61
H  -0.74  -2.57  -1.67
H  1.64  -2.22  -1.53
H  1.15  -0.12  -3.19
H  2.70  -0.28  -2.37
H  1.11  1.23  -0.52
H  2.34  1.83  -1.64
H  1.05  -4.03  2.05
H  0.27  -4.47  0.49
H  -0.73  -3.79  1.81
O  0.29  -0.07  1.35
Si  0.11  0.31  2.91
C  1.26  -0.61  4.06
C  0.88  -1.86  4.55
C  1.74  -2.56  5.40
C  2.98  -2.02  5.74
C  3.36  -0.76  5.25
C  2.50  -0.06  4.40
C  0.41  2.11  3.46
C  0.45  2.40  4.84
C  0.59  3.72  5.30
C  0.69  4.76  4.37
C  0.64  4.48  3.00
C  0.50  3.16  2.55
C  -1.63  0.05  3.57
C  -1.90  -0.19  4.92
C  -3.22  -0.33  5.38
C  -4.28  -0.20  4.48
C  -4.02  0.07  3.13
C  -2.70  0.20  2.68
H  -0.08  -2.29  4.27
H  1.43  -3.54  5.78
H  3.67  -2.57  6.39
H  4.32  -0.32  5.53
H  2.78  0.92  4.02
H  0.38  1.59  5.57
H  0.62  3.91  6.37
H  0.80  5.79  4.72
H  0.72  5.30  2.28
H  0.46  2.94  1.48
H  -1.08  -0.29  5.64
H  -3.41  -0.53  6.43
H  -5.31  -0.31  4.83
H  -4.85  0.17  2.42
H  -2.50  0.43  1.63

Atomic partial charges in e from the Mulliken method, atoms 1 to 5: number 1, P, carries 0.75; number 2, P, carries 0.88; number 3, C, carries -1.01; number 4, C, carries -1.05; number 5, H, carries 0.53

- Which value of spin multiplicity does entry 6 give?
  1